No. 1
Below is a structure of composition C32H28Cl2FeNO5PS3, with properties calculated with the ωB97M-V functional and the def2-TZVPD basis.

Structure (XYZ):
```
73
C32H28Cl2FeNO5PS3 (the ωB97M-V functional and the def2-TZVPD basis)
Fe 2.2675 1.0650 -1.2681
Cl 4.1208 0.0292 0.6213
Cl 1.7643 3.5475 -1.0584
S 0.0229 -2.8937 0.7685
S 3.6003 0.6993 -3.1376
S 2.0774 0.9125 -5.7535
P 0.6532 1.4657 1.0644
O 3.9865 1.4168 0.1454
O 1.3126 1.7584 -3.3817
O 3.0161 -0.6818 -0.0633
O 3.9270 -0.0223 2.0331
O 5.3704 -0.5209 0.2403
N 0.3928 -0.1704 -1.3640
C 0.0621 -5.2725 -0.6360
C -2.9208 2.3672 -0.8021
C -2.6031 -2.2973 1.0488
C -1.8869 2.3550 0.1180
C 2.4593 -4.6839 -1.9050
C 0.7586 5.0918 3.0465
C 0.5335 3.7548 2.7544
C 1.2995 5.9348 2.0886
C -0.8032 1.4906 -0.0270
C 2.2890 1.1717 -4.1583
C 0.1311 2.2690 -4.0082
C 1.0276 0.3287 3.5488
C 1.8165 -5.8823 -2.1633
C -1.9471 -2.8107 -1.2065
C -1.6226 -2.6804 0.1404
C 0.7008 -4.0589 -0.3930
C 0.8380 3.2282 1.5006
C 1.3815 4.1043 0.5714
C 0.0660 0.7256 2.6196
C -0.7608 0.6397 -1.1336
C 1.6162 5.4406 0.8306
C -1.2843 0.5690 2.9222
C -2.8727 1.5032 -1.8901
C 0.6152 -6.1744 -1.5267
C -0.7078 -0.3395 5.0727
C -4.2119 -2.1444 -0.7334
C 0.6393 -0.1960 4.7709
C 1.9020 -3.7655 -1.0227
C -1.8006 0.6465 -2.0565
C -3.8875 -2.0152 0.6087
C -1.6679 0.0396 4.1465
C -3.2393 -2.5552 -1.6343
H 0.1216 3.1031 3.5143
H 0.5147 5.4726 4.0286
H 0.2857 -0.7363 -2.1997
H -0.8683 -5.5013 -0.1326
H -5.2171 -1.9373 -1.0739
H 2.0778 0.4213 3.3074
H -2.0438 0.8451 2.2027
H -1.1956 -3.1345 -1.9161
H -2.3561 -2.2212 2.0993
H 2.4072 -2.8310 -0.8255
H 0.5892 -0.8049 -0.5852
H -3.6745 1.4993 -2.6162
H -0.4230 1.4657 -4.4925
H 2.0433 6.0748 0.0681
H -4.6417 -1.7125 1.3230
H -2.7198 -0.0780 4.3728
H 1.4834 6.9760 2.3140
H -1.7637 -0.0225 -2.9072
H 1.3932 -0.5028 5.4829
H -3.7526 3.0459 -0.6774
H 3.3940 -4.4472 -2.3940
H -1.9049 3.0402 0.9576
H 0.1127 -7.1127 -1.7192
H 2.2483 -6.5914 -2.8561
H -3.4856 -2.6711 -2.6819
H -1.0087 -0.7533 6.0261
H 0.4016 3.0130 -4.7567
H -0.4491 2.7117 -3.2011
```

Net charge: 0
Energy above the lowest of the compared OMol25 structures with the same formula, charge and spin (kcal/mol): 0.0
2S+1: 5
Maximum force (eV/Å): 0.8
LUMO energy (spin up / spin down) (eV): 0.1 / 0.0
Gap between HOMO and LUMO (spin up / spin down) (eV): 8.142 / 8.160

No. 2
Below is a structure of composition C32H28Cl5N4O7Ru, with properties calculated with the ωB97M-V functional and the def2-TZVPD basis.

Structure (XYZ):
```
77
C32H28Cl5N4O7Ru (the ωB97M-V functional and the def2-TZVPD basis)
Ru -0.2638 0.1897 -0.1664
Cl 4.9117 -0.1756 -0.0898
Cl 1.7109 0.1343 5.2261
Cl 4.8182 -0.1235 5.3192
Cl 6.4228 -0.2297 2.6476
Cl 0.2266 0.2146 2.4999
O 0.4516 2.3394 0.1326
O -2.3475 -0.8979 -0.1653
O -7.3821 -1.5875 -1.0368
O -8.5082 0.1274 0.0136
O 2.0476 0.0042 0.1574
O -0.9322 2.0691 -1.5415
O -2.2836 1.0408 0.8514
N 0.2323 -2.1181 0.2747
N 0.7493 -4.1739 -0.2410
N 0.1236 -0.4758 -2.3891
N 0.9713 0.3636 -3.0192
C 0.7197 0.4516 -4.3326
C -0.0669 4.1036 -3.4121
C -0.2920 2.8273 -0.7698
C -0.1882 -4.2500 0.7624
C -0.6951 -0.9505 -3.3309
C -6.4849 -0.7678 -0.4005
C 4.7071 -0.1171 2.6062
C -0.0905 6.3037 -2.2173
C -1.7671 -1.9466 -3.0578
C -5.1163 1.1474 0.9932
C -0.4195 6.4787 0.1418
C -8.6685 -1.0350 -0.7936
C -6.5078 1.2324 0.9484
C -0.1782 4.9210 -2.1516
C -0.3437 4.3182 -0.8977
C -0.0704 8.5913 -1.1882
C -5.1222 -0.8676 -0.3621
C 1.5055 1.3100 -5.2612
C 1.9501 0.0771 2.5435
C -7.1673 0.2636 0.2338
C 2.6094 0.0449 3.7616
C 3.9968 -0.0583 3.8092
C 4.0419 -0.0897 1.3926
C -0.3437 -0.3947 -4.5713
C 2.6246 0.0040 1.2958
C -0.4922 5.0956 0.2595
C 0.9719 -2.8699 -0.5034
C -0.1916 7.0952 -1.0794
C -4.4328 0.1276 0.3504
C -2.9402 0.0958 0.3556
C -0.7616 4.4809 1.6082
C -0.5067 -2.9624 1.0649
H -2.2528 -2.2416 -3.9852
H 1.2234 -4.9491 -0.6672
H -9.1382 -0.7590 -1.7420
H 0.0149 9.0504 -0.2045
H 0.1585 4.0906 2.0434
H 0.7749 3.4110 -3.3463
H -1.4540 3.6426 1.5296
H -0.5365 7.0918 1.0290
H -0.5400 -5.1857 1.1582
H 0.9840 2.2521 -5.4371
H 1.6219 0.8093 -6.2201
H -1.1771 5.2249 2.2871
H 0.0810 4.7533 -4.2745
H 0.0613 6.7845 -3.1783
H 2.4892 1.5367 -4.8517
H -0.9474 9.0101 -1.6863
H -1.2087 -2.5899 1.7901
H -0.9642 3.5056 -3.5635
H -0.8147 -0.5887 -5.5200
H -9.2913 -1.7627 -0.2661
H 1.6674 -2.5076 -1.2417
H 0.8066 8.8604 -1.7777
H -4.5896 -1.6724 -0.8463
H -4.5479 1.8866 1.5413
H -2.5013 -1.5178 -2.3830
H -7.0423 2.0324 1.4410
H -1.3568 -2.8320 -2.5694
H 1.6796 0.8371 -2.4801
```

Net charge: 0
Energy above the lowest of the compared OMol25 structures with the same formula, charge and spin (kcal/mol): 0.0
2S+1: 6
Maximum force (eV/Å): 1.3
LUMO energy (spin up / spin down) (eV): 0.3 / -1.6
Gap between HOMO and LUMO (spin up / spin down) (eV): 8.009 / 6.077

No. 3
Below is a structure of composition C32H28GeKN3O3S2, with properties calculated with the ωB97M-V functional and the def2-TZVPD basis.

Structure (XYZ):
```
70
C32H28GeKN3O3S2 (the ωB97M-V functional and the def2-TZVPD basis)
Ge -1.7132 -0.5983 0.2642
K 0.7411 1.7740 0.5394
S 0.7942 3.2748 3.7485
S -2.1805 2.5521 2.3085
O 2.4041 2.8147 -3.7825
O 0.4528 2.7542 -1.7402
O -0.0406 0.5784 -1.5710
N -3.6986 5.7176 3.3177
N 1.8203 -0.6356 2.4407
N -0.3512 6.5114 5.0061
C -3.3707 -2.1416 -1.5423
C 1.4944 2.0417 -4.4355
C -1.0596 -2.1961 -2.1526
C -3.0815 -1.2493 1.5669
C 1.6033 1.8357 -5.8102
C -5.0449 -2.2783 3.2969
C 3.9873 0.2457 1.5723
C -3.6878 -2.9294 -2.6410
C 0.6900 1.0361 -6.4801
C -1.3680 -2.9947 -3.2434
C -1.8026 3.9751 3.1175
C 3.0770 0.0501 2.7692
C 0.9463 -0.6613 3.5959
C 2.0756 -1.9765 1.9561
C -4.0096 -3.0929 2.8532
C 6.0224 -0.3560 0.4159
C 3.5999 1.2017 0.6091
C -0.3348 0.4253 -5.7745
C -0.5516 4.2715 3.7321
C -3.0459 -2.5789 1.9984
C -2.8418 4.9515 3.2345
C -5.0968 -0.9570 2.8813
C 0.2871 1.6170 -2.2057
C -2.6840 -3.3631 -3.4957
C -0.4526 5.5200 4.4279
C 5.6896 0.5725 -0.5620
C -2.0555 -1.7569 -1.2789
C -4.1237 -0.4510 2.0269
C 0.4662 1.4307 -3.7129
C 4.5138 1.3147 -0.4513
C -0.4244 0.6201 -4.4031
C 5.1541 -0.5124 1.4909
H 6.3446 0.7226 -1.4184
H 3.1194 3.0255 -4.3894
H 1.1306 -2.4682 1.7153
H 2.6010 -2.5935 2.7109
H -4.7201 -3.2037 -2.8259
H -1.1992 0.1296 -3.8265
H -0.2938 -0.6645 0.8334
H -3.9524 -4.1269 3.1736
H 0.7886 0.8906 -7.5497
H -2.9238 -3.9781 -4.3554
H 0.0044 -1.1555 3.3456
H -4.1648 -1.8214 -0.8752
H -4.1737 0.5900 1.7280
H -5.8927 -0.3077 3.2269
H 2.8116 1.0323 3.1670
H 2.6923 -1.9346 1.0597
H -2.2499 -3.2339 1.6570
H 1.4010 -1.2003 4.4497
H -5.8025 -2.6712 3.9650
H -0.5753 -3.3165 -3.9088
H 2.4176 2.3084 -6.3519
H 0.7222 0.3599 3.9116
H -0.0386 -1.8718 -1.9957
H 3.5879 -0.5101 3.5793
H 4.3048 2.0223 -1.2559
H -1.0551 -0.2067 -6.2800
H 5.3829 -1.2316 2.2771
H 6.9333 -0.9421 0.3459
```

Net charge: -2
Energy above the lowest of the compared OMol25 structures with the same formula, charge and spin (kcal/mol): 61.3
2S+1: 1
Maximum force (eV/Å): 1.2
LUMO energy (spin up / spin down) (eV): 3.8 / 3.0
Gap between HOMO and LUMO (spin up / spin down) (eV): 5.184 / 4.405